No. 1
A molecular structure, C55H37N7Ru. Source: the Open Molecules 2025 dataset; level of theory: wB97M-V/def2-TZVPD.

Geometry as ORCA input:
```
! RIJCOSX wB97M-V def2-TZVPD def2/J DEFGRID3
* xyz 1 2
Ru 0.06831 0.29938 0.27587
C 1.99337 7.19801 -0.91578
C 2.71733 6.01658 -0.86087
C 2.06280 4.79704 -0.87847
C 0.66512 4.72660 -0.93644
C -0.04834 5.92453 -1.02022
C 0.60953 7.14290 -1.00264
C 0.07311 3.38203 -0.88040
C -1.03423 3.05490 -0.03686
C -2.06597 3.91808 0.42104
C -2.93855 3.16357 1.15768
C -2.40263 1.84733 1.21869
N -1.28287 1.78751 0.43653
C -2.79624 0.89271 2.18327
C -1.93589 -0.13019 2.60170
C -2.08039 -1.05512 3.69822
C -1.13725 -2.01823 3.55011
C -0.48152 -1.75013 2.29322
C -0.11769 -2.75631 1.39081
C 0.44303 -4.01029 1.92795
C -0.09438 -5.27884 1.70833
C 0.54774 -6.40444 2.19693
C 1.73468 -6.28385 2.90519
C 2.25148 -5.02492 3.17119
C 1.60271 -3.89592 2.69996
C -0.40110 -2.59793 0.00340
N -0.48104 -1.38730 -0.64497
C -0.66605 -1.64872 -1.98194
C -0.27809 -0.77633 -3.01956
C -0.26344 -1.31111 -4.40522
C -1.44394 -1.53503 -5.10679
C -1.40154 -2.04500 -6.39586
C -0.18534 -2.35136 -6.98788
C 0.99461 -2.13347 -6.29101
C 0.95840 -1.60336 -5.01082
C 0.26719 0.48580 -2.78810
C 0.76622 1.43321 -3.75303
C 1.00784 2.59374 -3.09202
C 0.57977 2.38804 -1.72983
N 0.25862 1.08224 -1.56430
C -0.86642 -3.04946 -2.15048
C -0.65685 -3.63775 -0.93374
N -0.86456 -0.51957 1.85006
C -4.18593 0.96680 2.66734
C -4.55633 0.91992 4.01145
C -5.89267 0.90315 4.37312
C -6.88511 0.92551 3.40375
C -6.53027 0.98840 2.06381
C -5.19594 1.02067 1.69843
H 2.50219 8.15251 -0.91004
H 3.79820 6.04682 -0.80562
H 2.63639 3.88015 -0.81714
H -1.11884 5.91515 -1.16052
H 0.03478 8.05760 -1.06644
H -2.16422 4.96593 0.20776
H -3.83295 3.50418 1.65286
H -2.82303 -1.00598 4.47566
H -0.97359 -2.88918 4.16444
H -1.04270 -5.37718 1.19711
H 0.11480 -7.38149 2.02631
H 2.24597 -7.16915 3.25937
H 3.16388 -4.92343 3.74475
H 2.00520 -2.91108 2.90213
H -2.39216 -1.29435 -4.64167
H -2.32373 -2.20432 -6.93942
H -0.15879 -2.76161 -7.98854
H 1.94673 -2.37911 -6.74337
H 1.88126 -1.43022 -4.46910
H 0.86059 1.25349 -4.81165
H 1.35014 3.52727 -3.50958
H -1.08657 -3.54367 -3.08265
H -0.65682 -4.69356 -0.72985
H -3.79449 0.94297 4.78012
H -6.16360 0.87298 5.42042
H -7.92846 0.90196 3.68777
H -7.29465 1.00385 1.29801
H -4.92111 1.05070 0.65192
C 4.10507 -3.96000 -1.00321
C 3.04560 -3.48438 -1.76039
C 2.38641 -2.32330 -1.40028
C 2.77503 -1.61793 -0.26639
C 3.87350 -2.08425 0.47479
C 4.52832 -3.24056 0.10761
N 2.13165 -0.42545 0.12993
N 2.95575 0.38483 0.65385
C 2.48949 1.46082 1.32753
C 3.41669 2.36142 1.87172
C 2.96876 3.37315 2.68430
C 1.60627 3.45006 2.97298
C 0.74453 2.56362 2.36473
N 1.15787 1.61544 1.51823
H 4.60708 -4.87679 -1.28186
H 2.72868 -4.01812 -2.64717
H 1.60373 -1.94573 -2.03541
H 4.18006 -1.52289 1.34498
H 5.37281 -3.58629 0.68892
H 4.46061 2.21466 1.63337
H 3.66300 4.09203 3.09759
H 1.22444 4.19370 3.65692
H -0.32106 2.61067 2.55346
*
```

The calculation puts the orbital gap (alpha / beta) at 5.038 / 5.437 eV. As for the expectation value of S²: 0.79. For the LUMO energy (alpha / beta), the calculation gives -4.08 / -4.05 eV. For the HOMO energy (alpha / beta), the calculation gives -9.12 / -9.48 eV. As for the total energy: -2596.07964 a.u.

Here are the Mulliken charges for atoms 1 to 99, given in e:
1 Ru -1.59
2 C -0.46
3 C -1.05
4 C -0.12
5 C 0.24
6 C -0.26
7 C -0.86
8 C 1.42
9 C 0.88
10 C -1.52
11 C -1.51
12 C 0.00
13 N 0.91
14 C 1.32
15 C -0.21
16 C -1.22
17 C -1.55
18 C -0.38
19 C 1.62
20 C -0.15
21 C 0.01
22 C -0.90
23 C -0.46
24 C -1.05
25 C -0.17
26 C 0.81
27 N 0.92
28 C 0.10
29 C 0.61
30 C -0.25
31 C -0.02
32 C -0.90
33 C -0.39
34 C -1.02
35 C 0.13
36 C 0.18
37 C -1.35
38 C -1.56
39 C -0.17
40 N 0.87
41 C -1.15
42 C -1.71
43 N 1.04
44 C 0.34
45 C -0.31
46 C -0.87
47 C -0.42
48 C -0.88
49 C -0.15
50 H 0.41
51 H 0.42
52 H 0.49
53 H 0.47
54 H 0.42
55 H 0.30
56 H 0.62
57 H 0.51
58 H 0.63
59 H 0.54
60 H 0.43
61 H 0.43
62 H 0.43
63 H 0.52
64 H 0.46
65 H 0.42
66 H 0.42
67 H 0.41
68 H 0.51
69 H 0.64
70 H 0.61
71 H 0.61
72 H 0.46
73 H 0.52
74 H 0.40
75 H 0.41
76 H 0.40
77 H 0.44
78 C -0.77
79 C -0.58
80 C 0.23
81 C 0.10
82 C -0.59
83 C -0.66
84 N 1.72
85 N -1.24
86 C -0.05
87 C -0.74
88 C -0.45
89 C -1.08
90 C -0.21
91 N 1.15
92 H 0.44
93 H 0.51
94 H 0.17
95 H 0.51
96 H 0.43
97 H 0.59
98 H 0.47
99 H 0.51

---

No. 2
A molecular structure, C55H43BiN5O. Source: the Open Molecules 2025 dataset; level of theory: wB97M-V/def2-TZVPD.

Geometry as ORCA input:
```
! RIJCOSX wB97M-V def2-TZVPD def2/J DEFGRID3
* xyz -1 1
Bi -0.27097 -0.01962 -0.28339
C -2.93207 -3.33672 -6.72659
C -3.54997 -3.20222 -5.49439
C -2.87897 -2.60862 -4.44189
C -1.57937 -2.13562 -4.60769
C -0.97127 -2.26142 -5.85239
C -1.64287 -2.86382 -6.90179
C -0.87707 -1.54192 -3.44789
C -0.61397 -2.39972 -2.38289
C -0.77117 -3.81792 -2.43269
C -0.34657 -4.31322 -1.23909
C 0.09313 -3.20292 -0.45379
N -0.09187 -2.05832 -1.16889
C 0.79173 -3.33602 0.74931
C 1.60983 -2.32642 1.28351
C 2.57853 -2.49832 2.32861
C 3.22573 -1.31012 2.45561
C 2.59803 -0.39272 1.54811
C 2.90413 0.97498 1.48751
C 3.89803 1.49078 2.44831
C 3.71923 1.31738 3.81831
C 4.63263 1.82648 4.71991
C 5.74073 2.52488 4.27121
C 5.93463 2.69368 2.91021
C 5.02413 2.18118 2.00501
C 2.31843 1.91888 0.63621
N 1.47973 1.66268 -0.39569
C 1.13293 2.85158 -0.94809
C 0.32863 2.96738 -2.07839
C -0.18157 4.29348 -2.46739
C -1.55987 4.48458 -2.38219
C -2.11627 5.72138 -2.63779
C -1.30567 6.78238 -3.00959
C 0.05963 6.59028 -3.14139
C 0.62213 5.35428 -2.86949
C -0.11517 1.86788 -2.82629
C -0.65867 1.96578 -4.13829
C -0.94397 0.69728 -4.54839
C -0.59187 -0.17472 -3.47849
N -0.05617 0.55808 -2.45679
C 1.75543 3.92208 -0.22109
C 2.50743 3.34408 0.74891
N 1.64973 -1.05162 0.83491
C 0.70403 -4.64242 1.42101
C -0.55627 -5.13002 1.76981
C -0.69347 -6.34292 2.41521
C 0.42733 -7.09322 2.73321
C 1.68103 -6.63202 2.36891
C 1.82023 -5.42412 1.71041
H -3.45517 -3.80502 -7.54829
H -4.56007 -3.56032 -5.35629
H -3.35437 -2.49062 -3.47969
H 0.03683 -1.89552 -5.98799
H -1.15927 -2.96532 -7.86299
H -1.11737 -4.37022 -3.28559
H -0.28327 -5.34142 -0.93819
H 2.74593 -3.39232 2.89671
H 4.05253 -1.08602 3.10151
H 2.84233 0.79448 4.16721
H 4.46973 1.68638 5.77861
H 6.44413 2.93928 4.97941
H 6.79623 3.23838 2.55301
H 5.17843 2.30648 0.94231
H -2.18157 3.64908 -2.09719
H -3.18367 5.85768 -2.53949
H -1.74077 7.75438 -3.19879
H 0.69063 7.41198 -3.45349
H 1.68693 5.20358 -2.98029
H -0.79547 2.88288 -4.67899
H -1.37737 0.38968 -5.48139
H 1.64573 4.96918 -0.43069
H 3.10433 3.83778 1.49421
H -1.42707 -4.53622 1.53621
H -1.67737 -6.70332 2.68141
H 0.32523 -8.03412 3.25611
H 2.55853 -7.21982 2.60031
H 2.79883 -5.09312 1.39501
C -2.09277 -0.40222 2.58541
C -0.94207 0.04318 3.20261
C -0.86587 1.46728 3.02351
C -1.98237 1.87318 2.29761
C -2.75927 0.73118 2.03651
C -4.08807 0.67798 1.37721
C -2.30587 3.26478 1.84681
C 0.21343 2.35218 3.54281
C 0.02153 -0.80752 3.95661
C -2.59947 -1.80792 2.51841
H -3.99917 0.15698 0.42421
H -4.48367 1.67498 1.19801
H -4.79907 0.12278 1.99281
H -2.35557 3.31278 0.75791
H -1.54097 3.96218 2.17901
H -3.26637 3.60578 2.24021
H -0.17427 3.34618 3.76981
H 1.00933 2.46358 2.79861
H 0.65913 1.94858 4.45271
H 0.42703 -1.59492 3.32111
H -0.45817 -1.28972 4.81111
H 0.85273 -0.21642 4.32711
H -2.54357 -2.19052 1.49621
H -3.64597 -1.86042 2.82831
H -2.01627 -2.45902 3.16891
O -3.79387 1.04518 -2.67309
C -3.06807 0.45378 -1.95529
N -2.39757 -0.17632 -1.21919
*
```

The calculation puts the orbital gap (alpha / beta) at 3.560 / 3.562 eV. For the LUMO energy (alpha / beta), the calculation gives 0.89 / 0.89 eV. For the HOMO energy (alpha / beta), the calculation gives -2.67 / -2.67 eV. As for the total energy: -2685.37340 a.u.

Here are the natural (NBO) charges for atoms 1 to 99, given in e:
1 Bi 2.11
2 C -0.23
3 C -0.20
4 C -0.20
5 C -0.06
6 C -0.16
7 C -0.23
8 C 0.03
9 C 0.15
10 C -0.22
11 C -0.24
12 C 0.14
13 N -0.68
14 C 0.00
15 C 0.12
16 C -0.19
17 C -0.25
18 C 0.15
19 C 0.02
20 C -0.07
21 C -0.19
22 C -0.22
23 C -0.22
24 C -0.24
25 C -0.15
26 C 0.12
27 N -0.62
28 C 0.20
29 C 0.01
30 C -0.08
31 C -0.19
32 C -0.21
33 C -0.21
34 C -0.24
35 C -0.17
36 C 0.13
37 C -0.22
38 C -0.23
39 C 0.15
40 N -0.66
41 C -0.25
42 C -0.23
43 N -0.60
44 C -0.06
45 C -0.14
46 C -0.23
47 C -0.22
48 C -0.21
49 C -0.22
50 H 0.21
51 H 0.21
52 H 0.24
53 H 0.21
54 H 0.21
55 H 0.23
56 H 0.23
57 H 0.22
58 H 0.23
59 H 0.23
60 H 0.21
61 H 0.21
62 H 0.21
63 H 0.21
64 H 0.24
65 H 0.22
66 H 0.20
67 H 0.21
68 H 0.21
69 H 0.23
70 H 0.23
71 H 0.22
72 H 0.23
73 H 0.22
74 H 0.21
75 H 0.21
76 H 0.21
77 H 0.22
78 C -0.14
79 C -0.15
80 C -0.14
81 C -0.13
82 C -0.12
83 C -0.63
84 C -0.62
85 C -0.61
86 C -0.61
87 C -0.63
88 H 0.22
89 H 0.20
90 H 0.18
91 H 0.19
92 H 0.20
93 H 0.19
94 H 0.20
95 H 0.18
96 H 0.19
97 H 0.19
98 H 0.19
99 H 0.19

---

- Among the records above, which one has the lowest total energy?
  C55H43BiN5O

---

- Number 2 is which compound?
  C55H43BiN5O

---

- Which value of total energy does entry 2 give?
  -2685.37340 a.u.

---

- Look up the total energy of the first one.
  -2596.07964 a.u.